16
Properties=species:S:1:pos:R:3:forces:R:3 method="wB97M-V/def2-TZVPD" gap_ev=11.1 smiles=CC[C@@]1(C)CO1 spin_multiplicity=1 max_force_ev_per_a=0.60 lumo_energy_ev=0.9937 e_above_lowest_kj_mol=106.04
C -0.996 1.540 0.474 0.1 0.1 0.1
C -1.090 0.185 -0.215 -0.2 -0.1 -0.1
C 0.201 -0.593 -0.245 0.4 0.1 0.4
C 1.449 0.167 -0.624 0.1 0.2 -0.3
C 0.352 -1.805 0.572 -0.1 -0.1 0.3
O 0.087 -1.890 -0.820 -0.1 -0.1 -0.3
H -0.329 2.217 -0.070 -0.1 -0.1 0.1
H -0.611 1.450 1.496 -0.1 0.0 -0.1
H -1.978 2.018 0.526 0.1 -0.1 0.0
H -1.399 0.321 -1.259 0.0 0.0 0.1
H -1.860 -0.434 0.258 0.1 0.1 -0.1
H 1.258 0.817 -1.487 0.0 -0.1 0.1
H 1.796 0.812 0.193 -0.1 -0.1 -0.1
H 2.254 -0.518 -0.898 -0.1 0.0 0.1
H -0.468 -2.125 1.216 0.1 0.1 -0.1
H 1.336 -2.161 0.884 -0.1 0.2 -0.1